No. 1
115
Properties=species:S:1:pos:R:3:mulliken_charge:R:1 method="wB97M-V/def2-TZVPD" smiles="CCOS(C)(=O)=O.CCOS(C)(=O)=O.COP(=O)(OC)OC.COP(=O)(OC)OC.COP(=O)(OC)OC.COP(=O)(OC)OC.COP(=O)(OC)OC" e_homo_ev=-10.27 relative_energy_ev=0.0000
C 0.69185 -1.30723 -2.51859 -1.345
C 0.65487 -0.81373 -1.11828 0.013
O 0.79926 0.64802 -1.17453 -0.114
S -0.11715 1.43556 -0.17072 1.046
C 0.70785 2.97738 -0.28316 -0.734
O -1.43188 1.51403 -0.68570 -0.657
O 0.10063 0.85859 1.09419 -0.485
H -0.16215 -0.95618 -3.08566 0.300
H 0.72306 -2.40171 -2.55535 0.414
H 1.61465 -1.05376 -3.05082 0.302
H -0.31273 -1.06383 -0.68082 0.199
H 1.44531 -1.20064 -0.48027 0.227
H 0.53042 3.37973 -1.27590 0.362
H 1.77907 2.80709 -0.17967 0.163
H 0.38908 3.58851 0.55542 0.270
C 2.34959 6.62490 -2.48729 -1.068
C 3.23693 5.51480 -1.89348 -0.247
O 2.91800 4.28574 -2.62318 -0.270
S 3.89528 3.04709 -2.52481 1.136
C 5.12378 3.49420 -3.72486 -0.972
O 4.53816 3.13415 -1.25490 -0.633
O 3.11271 1.94188 -2.90177 -0.542
H 1.31776 6.34192 -2.28848 0.141
H 2.44584 6.64174 -3.57406 0.349
H 2.70755 7.53542 -2.01539 0.408
H 4.29331 5.79790 -1.97076 0.515
H 2.99955 5.33039 -0.84481 0.184
H 4.69461 3.30820 -4.70485 0.327
H 5.94237 2.80685 -3.52607 0.374
H 5.38298 4.53108 -3.56824 0.324
C 2.80935 2.36698 3.79442 -0.717
O 2.25396 3.69390 3.81751 0.010
P 1.96481 4.47464 5.11572 0.900
O 0.87458 5.43012 5.07161 -0.751
O 1.84590 3.29383 6.15757 -0.307
C 1.88700 3.59305 7.56697 -0.610
O 3.37384 5.14699 5.41486 -0.329
C 3.44679 6.52455 5.90820 -0.399
H 1.99964 1.65445 3.73093 0.323
H 3.43353 2.17236 4.66542 0.342
H 3.44530 2.30092 2.91476 0.245
H 2.51368 2.83721 8.03470 0.265
H 0.88689 3.54672 7.99437 0.261
H 2.30228 4.57831 7.77814 0.234
H 3.12426 7.22062 5.14253 0.072
H 4.49778 6.70730 6.12668 0.257
H 2.88558 6.64229 6.83232 0.267
C -2.88276 -5.38007 -5.44835 -0.783
O -2.07371 -6.12641 -4.58205 0.044
P -1.55332 -7.54612 -5.02719 0.893
O -1.26269 -8.43758 -3.91375 -0.761
O -2.58228 -8.11942 -6.03736 -0.278
C -3.70374 -8.80752 -5.51096 -0.680
O -0.34090 -7.15737 -5.92781 -0.328
C 0.08662 -7.84710 -7.12678 -0.591
H -3.91369 -5.34945 -5.11032 0.268
H -2.81294 -5.66630 -6.50242 0.297
H -2.59950 -4.32790 -5.54958 0.331
H -3.37944 -9.51055 -4.73542 0.352
H -4.12085 -9.41214 -6.30808 0.247
H -4.41163 -8.11432 -5.06044 0.226
H -0.68878 -8.53259 -7.47283 0.289
H 1.02110 -8.36730 -6.95500 0.248
H 0.18649 -7.09489 -7.90954 0.246
C -3.62196 -2.25849 -1.33338 -0.689
O -4.81513 -2.98091 -1.05398 -0.361
P -4.79744 -4.32225 -0.23531 0.723
O -6.08476 -4.74329 0.28434 -0.788
O -4.10963 -5.39349 -1.18611 -0.135
C -4.88550 -5.92144 -2.28633 -0.592
O -3.68372 -4.10306 0.84515 -0.093
C -3.31418 -5.25617 1.64080 -0.353
H -2.77191 -2.94270 -1.34082 0.302
H -3.43367 -1.53245 -0.53785 0.304
H -3.69655 -1.69460 -2.25652 0.385
H -5.95392 -5.86122 -2.06966 0.439
H -4.59851 -6.96768 -2.38605 0.260
H -4.65987 -5.39435 -3.21126 0.060
H -4.04028 -5.39136 2.44529 0.267
H -2.31215 -5.23395 2.06272 -0.029
H -3.39434 -6.15275 1.01463 0.267
C 1.32214 -5.45175 1.14842 -0.545
O 0.94941 -5.53225 2.55303 -0.347
P 0.74363 -4.28548 3.49974 0.658
O 1.87292 -3.95154 4.35548 -0.727
O -0.56970 -4.67382 4.24798 -0.220
C -0.46739 -5.76007 5.13221 -0.779
O 0.39552 -3.12715 2.51161 0.197
C 0.03795 -1.84234 3.09452 -0.729
H 0.72200 -4.69953 0.62402 0.181
H 1.00621 -6.37900 0.67215 0.263
H 2.38043 -5.23486 1.04770 0.296
H 0.23025 -5.54029 5.93669 0.313
H -0.16553 -6.66366 4.59426 0.315
H -1.44949 -5.98534 5.54292 0.246
H -0.03647 -1.85347 4.17651 0.405
H -0.83258 -1.52364 2.52587 0.271
H 0.79390 -1.09137 2.85310 0.198
C -0.88736 8.68470 -1.62546 -0.766
O 0.09469 8.12641 -0.76409 -0.252
P -0.29610 7.73215 0.69747 0.732
O -1.29285 8.59246 1.31785 -0.776
O 1.11555 7.85840 1.37153 -0.443
C 1.24924 7.36645 2.70516 -0.466
O -0.54507 6.17674 0.68303 0.224
C -1.69184 5.61065 1.31020 -0.822
H -0.70734 9.76089 -1.66415 0.255
H -1.87935 8.48597 -1.24225 0.375
H -0.66514 8.33481 -2.62906 0.256
H 2.20512 7.65826 3.11863 0.131
H 1.27126 6.27156 2.68997 0.170
H 0.37959 7.65449 3.29110 0.406
H -1.41176 4.70151 1.84906 0.245
H -2.44445 5.28545 0.58674 0.311
H -2.13762 6.30947 2.01636 0.388

No. 2
17
Properties=species:S:1:pos:R:3:mulliken_charge:R:1 method="wB97M-V/def2-TZVPD" e_homo_ev=-13.60 charge=+1 relative_energy_ev=1.4575
H -2.69268 2.20531 1.82844 0.321
N -1.98421 1.41002 1.77210 -0.463
C -2.06233 0.55075 0.86436 0.215
I -3.67432 -0.05081 -0.50186 0.116
C -0.65572 -0.53896 0.71322 -0.033
C 0.31242 -0.18775 1.88344 -1.542
C -0.13673 -0.03539 -0.54895 0.512
N -0.41053 -0.63963 -1.68864 -0.358
N 0.65700 1.08563 -0.66768 -0.388
H -1.06914 -1.47624 0.56048 0.511
H 0.15053 0.90444 2.15269 0.398
H 0.03320 -0.72632 2.76495 0.355
H 1.32535 -0.41399 1.44774 0.413
H -1.11100 -1.42127 -1.60148 0.292
H -0.24375 -0.18867 -2.62035 0.233
H 0.84268 1.47945 0.27482 0.247
H 0.80495 1.47887 -1.53058 0.173

No. 3
21
Properties=species:S:1:pos:R:3:mulliken_charge:R:1 method="wB97M-V/def2-TZVPD" e_homo_ev="-12.18 / -12.18" charge=+1 relative_energy_ev=1.2282
B -3.33825 -0.26285 0.44341 0.467
C 1.14015 0.58173 0.13422 0.575
C -3.44938 1.10193 1.21439 0.020
C 2.40464 0.59563 -0.76416 -0.689
C 3.06553 -0.76412 -0.99865 -0.502
N 1.35083 0.25756 1.37764 -0.345
N 0.03521 1.04056 -0.27681 -0.638
O -4.42387 -1.09166 0.62760 -0.523
O -2.47221 -0.30624 -0.47531 -0.318
Cl 3.86762 -1.46162 0.34736 -0.189
H -2.56871 1.50547 1.86712 0.295
H -4.43946 1.57724 1.25319 0.315
H 3.23620 1.30691 -0.31591 0.301
H 2.12825 0.90634 -1.81125 0.287
H 3.72191 -0.74195 -1.88591 0.362
H 2.31192 -1.39680 -1.22780 0.328
H 2.28788 0.03662 1.77081 0.196
H 0.51225 0.28991 2.01958 0.198
H 0.15718 1.41099 -1.13633 0.186
H -4.51829 -2.04916 0.27822 0.348
H -2.12248 -0.95613 -1.05938 0.326

What did the second record say?
17
Properties=species:S:1:pos:R:3:mulliken_charge:R:1 method="wB97M-V/def2-TZVPD" e_homo_ev=-13.60 charge=+1 relative_energy_ev=1.4575
H -2.69268 2.20531 1.82844 0.321
N -1.98421 1.41002 1.77210 -0.463
C -2.06233 0.55075 0.86436 0.215
I -3.67432 -0.05081 -0.50186 0.116
C -0.65572 -0.53896 0.71322 -0.033
C 0.31242 -0.18775 1.88344 -1.542
C -0.13673 -0.03539 -0.54895 0.512
N -0.41053 -0.63963 -1.68864 -0.358
N 0.65700 1.08563 -0.66768 -0.388
H -1.06914 -1.47624 0.56048 0.511
H 0.15053 0.90444 2.15269 0.398
H 0.03320 -0.72632 2.76495 0.355
H 1.32535 -0.41399 1.44774 0.413
H -1.11100 -1.42127 -1.60148 0.292
H -0.24375 -0.18867 -2.62035 0.233
H 0.84268 1.47945 0.27482 0.247
H 0.80495 1.47887 -1.53058 0.173